DFT (ωB97M-V/def2-TZVPD) results for the molecule C7H10O2.

The geometry in XYZ format:
```
19
Properties=species:S:1:pos:R:3
C 0.820 -1.890 -0.950
C 0.721 -0.823 0.077
C 1.390 0.436 0.348
C 0.565 1.633 0.592
O 1.177 -0.899 1.293
H 2.439 0.508 0.082
H 0.210 -2.741 -0.653
H 0.495 -1.522 -1.920
H 1.869 -2.203 -1.014
H 0.071 1.591 1.564
H 1.148 2.550 0.513
C -0.564 1.580 -0.506
C -1.217 -0.095 -0.191
C -1.820 -0.430 0.954
O -1.456 2.471 -0.469
H -0.045 1.416 -1.489
H -1.629 -0.467 -1.124
H -2.745 -0.991 0.976
H -1.428 -0.123 1.917
```

Results
Energy: -11510.15238 eV
Relative energy (zero: lowest compared OMol25 entry of this formula, charge and spin): 550.4 kJ/mol

DFT (ωB97M-V/def2-TZVPD) results for a structure of composition C46H64N4O8P2SiTl.

The geometry in XYZ format:
```
126
Properties=species:S:1:pos:R:3
Tl -0.273 -2.870 1.578
C -2.369 -0.399 0.410
Si -1.151 0.977 0.093
C -0.564 2.106 1.491
C -0.267 3.424 1.111
C 0.372 4.312 1.961
C 0.739 3.898 3.230
C 0.481 2.595 3.619
C -0.157 1.687 2.772
P -0.350 -0.066 3.286
C 1.290 -0.518 4.031
C 1.600 -0.143 5.496
C 3.115 -0.074 5.744
C 3.836 -1.146 4.932
C 3.722 -0.854 3.427
C 2.428 -0.096 3.094
C -1.533 -0.136 4.732
C -2.803 -0.954 4.389
C -4.023 -0.072 4.077
C -3.589 1.261 3.476
C -2.820 2.081 4.513
C -1.926 1.190 5.395
C -1.921 1.969 -1.293
C -2.699 3.073 -0.918
C -3.419 3.807 -1.846
C -3.366 3.447 -3.184
C -2.628 2.339 -3.569
C -1.913 1.576 -2.643
P -1.070 0.003 -3.124
C 0.559 0.674 -3.726
C 1.597 -0.450 -3.942
C 2.774 0.024 -4.804
C 3.126 1.469 -4.465
C 1.969 2.419 -4.834
C 0.612 1.696 -4.862
C -2.196 -0.585 -4.504
C -2.439 -2.096 -4.374
C -1.303 -2.925 -4.960
C -1.085 -2.574 -6.430
C -0.828 -1.079 -6.618
C -1.919 -0.229 -5.972
H -3.362 0.060 0.417
H -2.327 -1.078 -0.446
H -2.242 -0.940 1.345
H -0.514 3.767 0.115
H 0.596 5.315 1.621
H 1.240 4.577 3.908
H 0.802 2.281 4.602
H 1.263 -1.618 3.990
H 1.137 0.802 5.783
H 1.166 -0.899 6.155
H 3.498 0.912 5.464
H 3.316 -0.192 6.809
H 4.885 -1.213 5.223
H 3.393 -2.120 5.164
H 4.575 -0.255 3.101
H 3.766 -1.788 2.862
H 2.585 0.981 3.186
H 2.147 -0.268 2.051
H -0.963 -0.714 5.463
H -2.587 -1.605 3.535
H -3.036 -1.620 5.224
H -4.711 -0.601 3.413
H -4.583 0.125 4.996
H -2.947 1.074 2.610
H -4.448 1.824 3.107
H -2.227 2.846 4.010
H -3.528 2.609 5.155
H -1.045 1.742 5.722
H -2.468 0.928 6.310
H -2.759 3.362 0.126
H -4.017 4.651 -1.527
H -3.909 4.017 -3.926
H -2.625 2.056 -4.614
H 0.862 1.224 -2.824
H 1.966 -0.790 -2.970
H 1.140 -1.327 -4.398
H 3.630 -0.636 -4.657
H 2.513 -0.044 -5.865
H 3.330 1.529 -3.392
H 4.044 1.776 -4.969
H 1.924 3.242 -4.114
H 2.153 2.872 -5.809
H -0.193 2.427 -4.770
H 0.479 1.195 -5.823
H -3.131 -0.096 -4.217
H -2.608 -2.358 -3.326
H -3.362 -2.336 -4.914
H -0.386 -2.740 -4.387
H -1.522 -3.989 -4.854
H -0.256 -3.152 -6.844
H -1.979 -2.859 -6.996
H 0.144 -0.824 -6.193
H -0.768 -0.839 -7.681
H -1.684 0.830 -6.088
H -2.852 -0.399 -6.522
C -2.112 -7.512 3.545
O -3.056 -6.636 2.900
C -2.549 -5.508 2.415
O -1.378 -5.183 2.493
N -3.526 -4.783 1.807
N -3.223 -3.548 1.236
H -2.686 -8.383 3.840
H -1.682 -7.023 4.416
H -1.322 -7.789 2.851
H -4.467 -5.142 1.803
H -3.777 -2.818 1.670
H -3.426 -3.564 0.243
O 1.325 -1.582 -0.284
C 1.391 -0.379 -0.435
O 0.366 0.432 -0.398
C 2.689 0.326 -0.669
C 2.760 1.711 -0.594
C 3.984 2.321 -0.782
C 5.138 1.613 -1.053
C 5.023 0.238 -1.124
C 3.828 -0.424 -0.931
N 6.236 -0.557 -1.421
O 6.110 -1.762 -1.458
O 7.266 0.053 -1.601
N 4.056 3.797 -0.696
O 5.146 4.307 -0.813
O 3.013 4.390 -0.508
H 1.889 2.313 -0.384
H 6.085 2.109 -1.206
H 3.782 -1.502 -0.987
```

Results
Energy: -102223.06171 eV
Relative energy (zero: lowest compared OMol25 entry of this formula, charge and spin): 0.0 kJ/mol
Net charge: +1

DFT (ωB97M-V/def2-TZVPD) results for the molecule C2H5N3O4.

The geometry in XYZ format:
```
14
Properties=species:S:1:pos:R:3
N -0.123 -0.851 -0.204
C 1.083 0.916 -0.093
C -1.571 -0.757 -0.045
N 2.435 0.979 -0.056
N -2.009 0.499 -0.100
O 0.622 -0.108 0.784
O 0.307 -2.149 -0.169
O 0.378 1.764 -0.588
O -2.202 -1.769 0.168
H -0.340 -2.650 0.375
H 2.939 0.326 0.515
H 2.839 1.894 -0.166
H -1.361 1.241 -0.372
H -2.998 0.665 -0.048
```

Results
Energy: -14813.52658 eV
SMILES: NC(=O)ON(O)C(N)=O
Relative energy (zero: lowest compared OMol25 entry of this formula, charge and spin): 0.0 kJ/mol

DFT (ωB97M-V/def2-TZVPD) results for a structure of composition C47H54F3HgN4OS.

The geometry in XYZ format:
```
111
Properties=species:S:1:pos:R:3
Hg 0.101 0.438 -0.142
C -5.015 0.939 -4.416
C -4.310 1.926 -3.505
C -3.491 1.245 -2.427
C -4.034 0.592 -1.330
C -5.393 0.784 -0.760
C -5.291 1.263 0.694
C -2.950 -0.239 -0.776
C -3.135 -1.285 0.167
C -2.145 -2.180 0.653
C -2.382 -3.211 1.660
C -3.694 -3.830 2.106
C -4.768 -3.900 1.049
C -1.121 -3.526 2.158
C -0.165 -2.673 1.357
C 1.206 -2.638 1.571
C 2.172 -2.096 0.651
N 1.863 -1.165 -0.280
C 3.083 -0.874 -0.963
C 3.256 0.100 -1.980
C 2.197 0.763 -2.604
N 0.914 0.636 -2.276
C 0.212 1.406 -3.229
C -1.136 1.526 -3.378
C -2.077 0.995 -2.434
N -1.764 0.115 -1.430
C 1.151 1.878 -4.225
C 2.431 1.538 -3.831
C 3.760 1.783 -4.537
C 4.511 3.094 -4.070
C 0.581 2.472 -5.478
C -0.040 1.426 -6.366
C 4.153 -1.701 -0.398
C 3.578 -2.361 0.603
C 4.264 -3.330 1.560
C 3.642 -4.731 1.650
C 5.461 -1.915 -1.062
C 5.447 -2.349 -2.545
N -0.798 -2.038 0.377
C -0.792 -4.552 3.238
C 0.106 -5.625 2.707
H -5.802 1.325 -5.093
H -4.203 0.415 -5.056
H -5.499 0.029 -3.932
H -3.604 2.609 -4.033
H -5.035 2.538 -2.897
H -6.090 1.421 -1.345
H -5.839 -0.245 -0.742
H -4.951 2.319 0.653
H -6.257 1.208 1.305
H -4.549 0.615 1.214
H -4.146 -1.444 0.534
H -3.413 -4.853 2.346
H -4.015 -3.326 2.981
H -5.574 -4.666 1.236
H -5.365 -2.966 0.955
H -4.316 -4.254 0.128
H 1.651 -3.105 2.403
H 4.290 0.412 -2.258
H -1.616 2.140 -4.164
H 4.327 0.916 -4.205
H 3.613 1.614 -5.632
H 4.539 3.734 -4.964
H 4.085 3.637 -3.215
H 5.610 2.894 -3.885
H -0.204 3.229 -5.278
H 1.351 3.010 -5.996
H -1.040 1.078 -6.022
H -0.256 1.919 -7.350
H 0.683 0.569 -6.586
H 5.318 -3.537 1.275
H 4.307 -2.850 2.554
H 3.758 -5.249 0.658
H 4.159 -5.396 2.358
H 2.596 -4.668 1.891
H 6.111 -1.036 -1.084
H 6.009 -2.569 -0.408
H 4.880 -1.611 -3.172
H 6.462 -2.493 -2.938
H 4.932 -3.320 -2.598
H -0.356 -3.992 4.047
H -1.687 -5.070 3.572
H -0.451 -6.531 2.395
H 0.471 -5.277 1.766
H 0.976 -5.965 3.308
C 1.347 4.708 0.811
S 2.241 4.178 -0.701
C 3.406 2.997 0.004
O 3.093 5.246 -1.297
H 1.970 5.071 1.643
H 0.762 3.825 1.146
H 0.620 5.486 0.498
H 4.015 3.596 0.631
H 4.025 2.639 -0.838
H 2.881 2.167 0.539
F -3.131 3.931 8.171
C -2.092 3.016 8.270
F -2.577 1.921 8.937
F -1.134 3.592 9.129
C -1.494 2.677 6.932
C -0.600 1.605 6.691
C -0.207 1.240 5.379
C -0.642 1.935 4.259
C -1.553 2.990 4.480
C -1.885 3.409 5.759
C -0.299 1.478 2.951
C -0.152 1.015 1.844
H -0.046 1.132 7.491
H 0.356 0.306 5.300
H -1.897 3.593 3.573
H -2.457 4.336 5.915
```

Results
Multiplicity: 2
Energy: -80781.81259 eV
Relative energy (zero: lowest compared OMol25 entry of this formula, charge and spin): 99.6 kJ/mol
Net charge: -2

> relative energy (zero: lowest compared OMol25 entry of this formula, charge and spin) of number 2 (C46H64N4O8P2SiTl)?

0.0 kJ/mol

Copy entry 3 word for word.
DFT (ωB97M-V/def2-TZVPD) results for the molecule C2H5N3O4.

The geometry in XYZ format:
```
14
Properties=species:S:1:pos:R:3
N -0.123 -0.851 -0.204
C 1.083 0.916 -0.093
C -1.571 -0.757 -0.045
N 2.435 0.979 -0.056
N -2.009 0.499 -0.100
O 0.622 -0.108 0.784
O 0.307 -2.149 -0.169
O 0.378 1.764 -0.588
O -2.202 -1.769 0.168
H -0.340 -2.650 0.375
H 2.939 0.326 0.515
H 2.839 1.894 -0.166
H -1.361 1.241 -0.372
H -2.998 0.665 -0.048
```

Results
Energy: -14813.52658 eV
SMILES: NC(=O)ON(O)C(N)=O
Relative energy (zero: lowest compared OMol25 entry of this formula, charge and spin): 0.0 kJ/mol

> Among the records above, which one has the lowest energy?

C46H64N4O8P2SiTl